The following is a DFT calculation (the ωB97M-V functional and the def2-TZVPD basis) of a single C4H8N2 molecule at a distorted geometry.

Structure (XYZ):
```
14
Properties=species:S:1:pos:R:3:mulliken_charge:R:1
C -1.39 -0.23 0.25 -0.39
C 0.96 -1.06 0.15 -0.53
C 1.44 0.36 0.04 -0.43
C -0.86 1.12 0.03 -0.38
H -2.40 -0.35 -0.18 0.29
H -1.58 -0.55 1.28 0.21
H -0.45 -1.01 -1.35 0.26
H 0.96 -1.30 1.25 0.22
H 1.56 -1.81 -0.34 0.33
H 2.44 0.76 0.02 0.45
H 0.79 2.15 -0.34 0.25
H -1.45 1.92 -0.42 0.27
N -0.45 -1.26 -0.36 -0.49
N 0.45 1.27 -0.04 -0.06
```

Properties
- Electronic energy: -7255.3035 eV
- Lowest unoccupied orbital energy: 0.93 eV
- Frontier orbital gap: 0.271 hartree
- Net charge: 0
- ΔE to the lowest compared entry with this formula, charge and spin: 59.3 kcal per mole


The following is a DFT calculation (the ωB97M-V functional and the def2-TZVPD basis) of a single C4H8N2 molecule at a distorted geometry.

Structure (XYZ):
```
14
Properties=species:S:1:pos:R:3:mulliken_charge:R:1
C -2.14 -0.08 0.06 -1.02
C -0.67 -0.09 -0.07 0.51
C 1.34 -0.94 0.07 -0.40
C 1.54 0.60 -0.04 -0.39
H -2.57 0.55 -0.73 0.31
H -2.57 -1.10 -0.18 0.27
H -2.49 0.38 0.95 0.30
H 1.91 -1.43 -0.70 0.25
H 1.66 -1.44 1.00 0.25
H 1.98 0.88 -0.97 0.28
H 2.13 1.00 0.86 0.23
H -0.19 1.92 -0.11 0.18
N -0.07 -1.22 -0.12 -0.58
N 0.16 1.00 0.00 -0.20
```

Properties
- Electronic energy: -7257.4408 eV
- Lowest unoccupied orbital energy: 1.03 eV
- Frontier orbital gap: 0.340 hartree
- Net charge: 0
- SMILES: CC1=NCCN1
- ΔE to the lowest compared entry with this formula, charge and spin: 10.0 kcal per mole


The following is a DFT calculation (the ωB97M-V functional and the def2-TZVPD basis) of a single C4H8N2 molecule at a distorted geometry.

Structure (XYZ):
```
14
Properties=species:S:1:pos:R:3:mulliken_charge:R:1
C -0.46 1.86 0.30 -0.54
N 0.97 1.59 0.18 -0.64
C 0.04 0.85 -0.66 -0.06
C -0.36 -0.59 -0.43 0.06
C 0.53 -1.76 -0.20 -0.58
N -0.18 -1.10 0.92 -0.59
H -0.80 2.84 -0.03 0.27
H -0.96 1.46 1.18 0.24
H 1.27 1.01 0.96 0.32
H 0.09 1.13 -1.71 0.37
H -1.23 -0.84 -1.05 0.35
H 1.60 -1.79 -0.15 0.25
H 0.05 -2.68 -0.56 0.30
H -0.57 -1.98 1.23 0.26
```

Properties
- Electronic energy: -7255.0266 eV
- Lowest unoccupied orbital energy: 1.08 eV
- Frontier orbital gap: 0.382 hartree
- Net charge: 0
- SMILES: C1N[C@H]1[C@H]1CN1
- ΔE to the lowest compared entry with this formula, charge and spin: 65.7 kcal per mole


Repeat the third record exactly.
The following is a DFT calculation (the ωB97M-V functional and the def2-TZVPD basis) of a single C4H8N2 molecule at a distorted geometry.

Structure (XYZ):
```
14
Properties=species:S:1:pos:R:3:mulliken_charge:R:1
C -0.46 1.86 0.30 -0.54
N 0.97 1.59 0.18 -0.64
C 0.04 0.85 -0.66 -0.06
C -0.36 -0.59 -0.43 0.06
C 0.53 -1.76 -0.20 -0.58
N -0.18 -1.10 0.92 -0.59
H -0.80 2.84 -0.03 0.27
H -0.96 1.46 1.18 0.24
H 1.27 1.01 0.96 0.32
H 0.09 1.13 -1.71 0.37
H -1.23 -0.84 -1.05 0.35
H 1.60 -1.79 -0.15 0.25
H 0.05 -2.68 -0.56 0.30
H -0.57 -1.98 1.23 0.26
```

Properties
- Electronic energy: -7255.0266 eV
- Lowest unoccupied orbital energy: 1.08 eV
- Frontier orbital gap: 0.382 hartree
- Net charge: 0
- SMILES: C1N[C@H]1[C@H]1CN1
- ΔE to the lowest compared entry with this formula, charge and spin: 65.7 kcal per mole